The molecule C26H23ClN4O3 at a distorted geometry. Source: OMol25; level of theory: ωB97M-V/def2-TZVPD.

Each atom is followed by the atoms it is bonded to, with distances in Å.
Cartesian coordinates (Å):
1 O -0.8082 -0.2279 -1.1263  C2 1.217
2 C -0.1964 -0.6498 -0.1622  O1 1.217, C3 1.540, N23 1.343
3 C -0.9504 -1.3670 0.9733  C2 1.540, N4 1.445, H35 1.088, H36 1.094
4 N -2.3615 -1.1669 0.7328  C3 1.445, C5 1.374, C22 1.393
5 C -2.7815 0.1232 0.9513  N4 1.374, O6 1.216, C7 1.481
6 O -2.1111 0.8985 1.6048  C5 1.216
7 C -4.0972 0.4764 0.3700  C5 1.481, C8 1.342, O16 1.372
8 C -4.4397 1.7343 0.0527  C7 1.342, C9 1.459, H37 1.082
9 C -3.5367 2.8798 0.0865  C8 1.459, C10 1.393, C15 1.395
10 C -3.9612 4.1004 0.6061  C9 1.393, C11 1.383, H38 1.080
11 C -3.1072 5.1876 0.6329  C10 1.383, C12 1.384, H39 1.080
12 C -1.8208 5.0844 0.1328  C11 1.384, C13 1.386, H40 1.079
13 C -1.4134 3.8752 -0.4081  C12 1.386, Cl14 1.727, C15 1.380
14 Cl 0.1845 3.7286 -1.0477  C13 1.727
15 C -2.2537 2.7809 -0.4518  C9 1.395, C13 1.380, H41 1.079
16 O -5.0193 -0.5242 0.1942  C7 1.372, C17 1.364
17 C -4.5446 -1.7816 -0.0378  O16 1.364, C18 1.387, C22 1.403
18 C -5.4520 -2.7280 -0.4905  C17 1.387, C19 1.382, H42 1.078
19 C -5.0230 -4.0017 -0.8128  C18 1.382, C20 1.384, H43 1.078
20 C -3.6813 -4.3205 -0.7013  C19 1.384, C21 1.384, H44 1.079
21 C -2.7746 -3.3878 -0.2298  C20 1.384, C22 1.391, H45 1.078
22 C -3.1922 -2.1124 0.1363  N4 1.393, C17 1.403, C21 1.391
23 N 1.1277 -0.4822 -0.0113  C2 1.343, C24 1.451, C34 1.445
24 C 1.8720 0.2528 -1.0163  N23 1.451, C25 1.533, H46 1.096, H47 1.091
25 C 2.9517 -0.6520 -1.6221  C24 1.533, N26 1.445, H48 1.096, H49 1.087
26 N 3.8092 -1.1673 -0.5792  C25 1.445, C27 1.373, C33 1.446
27 C 4.9526 -0.5267 -0.1687  N26 1.373, C28 1.405, N32 1.336
28 C 5.7007 0.3153 -1.0089  C27 1.405, C29 1.378, H50 1.078
29 C 6.8760 0.8525 -0.5318  C28 1.378, C30 1.390, H51 1.081
30 C 7.2982 0.5524 0.7583  C29 1.390, C31 1.381, H52 1.078
31 C 6.4996 -0.2905 1.5067  C30 1.381, N32 1.321, H53 1.083
32 N 5.3669 -0.8105 1.0695  C27 1.336, C31 1.321
33 C 3.0505 -1.9105 0.4022  N26 1.446, C34 1.537, H54 1.089, H55 1.095
34 C 1.9670 -1.0213 1.0340  N23 1.445, C33 1.537, H56 1.087, H57 1.096
35 H -0.7097 -2.4266 1.0229  C3 1.088
36 H -0.7126 -0.8817 1.9244  C3 1.094
37 H -5.4539 1.9128 -0.2793  C8 1.082
38 H -4.9585 4.1862 1.0113  C10 1.080
39 H -3.4417 6.1258 1.0499  C11 1.080
40 H -1.1455 5.9252 0.1566  C12 1.079
41 H -1.9166 1.8578 -0.8979  C15 1.079
42 H -6.4844 -2.4357 -0.5947  C18 1.078
43 H -5.7312 -4.7341 -1.1667  C19 1.078
44 H -3.3322 -5.3035 -0.9775  C20 1.079
45 H -1.7358 -3.6664 -0.1594  C21 1.078
46 H 2.3415 1.1233 -0.5448  C24 1.096
47 H 1.1683 0.5908 -1.7777  C24 1.091
48 H 2.4735 -1.5038 -2.1181  C25 1.096
49 H 3.5225 -0.1008 -2.3653  C25 1.087
50 H 5.3812 0.5388 -2.0135  C28 1.078
51 H 7.4652 1.5028 -1.1626  C29 1.081
52 H 8.2119 0.9589 1.1599  C30 1.078
53 H 6.7670 -0.5695 2.5183  C31 1.083
54 H 3.7379 -2.2629 1.1698  C33 1.089
55 H 2.5815 -2.7614 -0.1028  C33 1.095
56 H 1.3842 -1.5960 1.7496  C34 1.087
57 H 2.4570 -0.1936 1.5598  C34 1.096

- Lowest unoccupied orbital energy: 0.431 eV
- Charge: 0
- Kohn-Sham gap: 8.41 eV
- HOMO level: -8.0 eV
- Structure (SMILES): O=C(CN1C(=O)/C(=C\c2cccc(Cl)c2)Oc2ccccc21)N1CCN(c2ccccn2)CC1